The following is a DFT calculation (wB97M-V/def2-TZVPD) of a 8-piece molecular cluster, C17H44O8 overall.

CARTESIAN COORDINATES (ANGSTROEM)
C: 3.692 -0.991 0.303
C: 3.753 -2.351 -0.415
C: 4.519 -1.962 -1.652
O: 3.881 -0.755 -2.030
C: 3.378 -0.061 -0.911
H: 4.724 -0.787 0.608
H: 3.046 -0.891 1.171
H: 2.729 -2.599 -0.706
H: 4.098 -3.117 0.277
H: 4.531 -2.754 -2.407
H: 5.605 -1.830 -1.537
H: 2.292 0.067 -0.890
H: 3.915 0.881 -0.789
C: -3.138 -0.065 2.910
C: -2.071 0.994 3.217
C: -2.628 1.601 4.460
O: -4.007 1.698 4.256
C: -4.419 0.687 3.309
H: -3.005 -0.956 3.522
H: -3.218 -0.330 1.853
H: -2.084 1.690 2.371
H: -1.046 0.645 3.359
H: -2.097 2.545 4.644
H: -2.232 1.011 5.304
H: -4.894 1.223 2.491
H: -5.044 -0.046 3.821
C: -1.335 -3.421 0.581
C: 0.157 -3.033 0.603
C: 0.358 -2.547 2.031
O: -0.542 -3.350 2.811
C: -1.708 -3.614 2.060
H: -1.396 -4.374 0.053
H: -1.955 -2.724 0.016
H: 0.389 -2.218 -0.082
H: 0.684 -3.967 0.432
H: 0.176 -1.484 2.227
H: 1.349 -2.749 2.442
H: -2.482 -2.908 2.384
H: -2.050 -4.642 2.189
C: 1.292 3.541 1.704
O: 2.108 3.041 0.624
H: 0.332 3.888 1.327
H: 1.156 2.740 2.432
H: 1.780 4.426 2.122
H: 2.871 2.655 1.065
C: -0.840 0.429 -0.655
O: -0.236 1.596 -1.246
H: -1.823 0.696 -0.263
H: -0.941 -0.187 -1.560
H: -0.311 -0.198 0.064
H: 0.590 1.773 -0.770
C: 1.454 3.538 -3.076
O: 0.074 3.406 -3.324
H: 2.047 2.744 -3.547
H: 1.851 4.499 -3.395
H: 1.658 3.475 -1.999
H: -0.284 2.720 -2.730
C: -3.427 1.174 -3.072
O: -4.384 0.122 -2.972
H: -3.409 1.795 -2.167
H: -2.404 0.783 -3.084
H: -3.654 1.752 -3.963
H: -3.923 -0.677 -2.711
C: 0.795 -0.262 -3.994
O: 1.557 -1.255 -3.351
H: 0.668 0.700 -3.486
H: 1.281 0.044 -4.932
H: -0.192 -0.636 -4.262
H: 2.388 -0.836 -3.065

Output
Kohn-Sham gap = 9.92 eV
SMILES string = C1CCOC1.C1CCOC1.C1CCOC1.CO.CO.CO.CO.CO
Energy above the lowest of the compared OMol25 structures with the same formula, charge and spin = 0.335 eV
Net charge = 0

The following is a DFT calculation (wB97M-V/def2-TZVPD) of C17H45FFeO6 as an isolated structure.

CARTESIAN COORDINATES (ANGSTROEM)
Fe: 26.243 -19.564 7.061
C: 25.297 -16.155 4.975
C: 24.846 -16.445 6.382
O: 25.299 -17.716 6.846
H: 24.951 -16.849 4.209
H: 26.364 -15.938 4.917
H: 24.924 -15.182 4.655
H: 23.758 -16.449 6.314
H: 25.164 -15.597 6.989
F: 24.515 -20.545 7.211
C: 27.286 -23.736 7.745
C: 26.899 -22.377 8.451
C: 27.616 -22.156 9.871
O: 27.296 -21.373 7.589
H: 28.345 -23.781 7.487
H: 26.821 -23.965 6.786
H: 27.062 -24.572 8.406
H: 25.833 -22.574 8.571
H: 28.526 -21.562 9.796
H: 27.809 -23.091 10.397
H: 27.011 -21.471 10.466
H: 28.206 -21.532 7.326
C: 22.764 -23.449 5.931
C: 21.991 -23.380 7.180
C: 22.619 -24.394 8.116
O: 22.177 -22.175 7.820
H: 23.773 -23.075 6.105
H: 22.338 -22.798 5.167
H: 22.949 -24.378 5.392
H: 20.969 -23.713 6.996
H: 21.939 -24.632 8.934
H: 23.610 -24.111 8.469
H: 22.824 -25.384 7.709
H: 22.966 -21.718 7.519
C: 25.114 -17.637 10.461
C: 26.464 -18.147 9.902
C: 27.642 -18.451 10.958
O: 26.326 -19.414 9.273
H: 25.232 -16.625 10.847
H: 24.864 -18.324 11.269
H: 24.215 -17.848 9.881
H: 26.846 -17.488 9.122
H: 27.321 -19.255 11.620
H: 27.866 -17.699 11.714
H: 28.608 -18.765 10.563
H: 26.089 -20.086 9.917
C: 21.431 -18.661 5.964
C: 21.686 -19.814 4.976
C: 20.935 -19.824 3.669
O: 23.129 -19.810 4.793
H: 20.373 -18.604 6.223
H: 21.743 -17.672 5.629
H: 21.931 -18.706 6.931
H: 21.429 -20.703 5.552
H: 21.408 -19.237 2.882
H: 19.995 -19.277 3.745
H: 20.752 -20.821 3.266
H: 23.352 -19.908 5.721
C: 26.424 -22.143 4.071
C: 26.933 -20.629 4.168
C: 26.747 -19.934 2.774
O: 26.097 -19.980 5.039
H: 26.757 -22.595 3.137
H: 25.340 -22.208 3.978
H: 26.829 -22.702 4.915
H: 27.962 -20.618 4.527
H: 25.683 -19.800 2.578
H: 27.016 -20.469 1.863
H: 27.051 -18.889 2.827
H: 25.374 -19.780 4.440

Output
Kohn-Sham gap (spin up / spin down) = 8.31 / 6.18 eV
2S+1 = 6
Energy above the lowest of the compared OMol25 structures with the same formula, charge and spin = 3.933 eV
Net charge = +1

The following is a DFT calculation (wB97M-V/def2-TZVPD) of a 6-piece molecular cluster, C17H45IO12P2S overall.

CARTESIAN COORDINATES (ANGSTROEM)
O: 1.878 -0.567 0.139
S: 0.519 -0.901 -0.129
O: -0.561 -0.175 0.422
O: 0.313 -2.443 0.138
C: 0.835 -3.201 -0.970
C: 0.947 -2.217 -2.188
P: -0.272 -2.888 -3.470
O: 0.763 -4.079 -3.987
O: -0.177 -1.858 -4.703
P: 2.702 -1.625 -2.661
O: 2.624 -1.644 -4.306
I: 4.038 -3.669 -2.354
O: 0.299 -1.000 -1.702
H: 0.093 -3.981 -1.147
H: 1.782 -3.660 -0.704
H: 0.402 -4.964 -3.877
H: 0.631 -1.928 -5.230
H: 3.089 -2.381 -4.724
C: -3.446 2.137 3.027
C: -2.932 2.749 1.735
C: -3.487 2.032 0.514
O: -1.506 2.726 1.684
H: -3.149 1.087 3.084
H: -3.031 2.658 3.891
H: -4.535 2.174 3.077
H: -3.197 3.808 1.703
H: -3.184 0.982 0.525
H: -3.093 2.488 -0.395
H: -4.578 2.069 0.485
H: -1.261 1.794 1.662
C: 4.709 1.374 2.445
C: 4.265 0.348 3.476
C: 5.234 -0.824 3.547
O: 2.943 -0.108 3.206
H: 4.724 0.907 1.457
H: 4.021 2.218 2.409
H: 5.712 1.746 2.663
H: 4.196 0.816 4.461
H: 5.281 -1.327 2.576
H: 4.905 -1.548 4.291
H: 6.241 -0.491 3.803
H: 2.932 -0.476 2.313
C: -5.628 -0.631 5.124
C: -6.080 -1.305 3.839
C: -6.205 -2.812 3.998
O: -5.210 -0.975 2.759
H: -4.641 -1.003 5.417
H: -5.556 0.448 4.985
H: -6.321 -0.834 5.942
H: -7.047 -0.895 3.537
H: -5.234 -3.243 4.262
H: -6.540 -3.267 3.066
H: -6.912 -3.068 4.787
H: -4.332 -1.312 2.970
C: 5.501 0.495 -1.419
C: 6.598 1.245 -2.152
C: 6.876 2.601 -1.526
O: 6.282 1.376 -3.539
H: 4.563 1.057 -1.449
H: 5.318 -0.473 -1.886
H: 5.764 0.330 -0.374
H: 7.513 0.649 -2.143
H: 5.978 3.224 -1.562
H: 7.673 3.115 -2.063
H: 7.169 2.497 -0.480
H: 5.474 1.897 -3.610
C: -3.776 2.326 -4.415
C: -3.950 1.257 -3.348
C: -2.664 0.484 -3.102
O: -5.020 0.374 -3.682
H: -3.494 1.865 -5.367
H: -4.707 2.873 -4.563
H: -2.994 3.034 -4.139
H: -4.268 1.731 -2.417
H: -2.351 -0.027 -4.018
H: -2.811 -0.266 -2.324
H: -1.854 1.147 -2.792
H: -4.786 -0.074 -4.503

Output
Kohn-Sham gap = 8.81 eV
SMILES string = O=S1(=O)OC[C@](P(O)O)(P(O)I)O1.CC(C)O.CC(C)O.CC(C)O.CC(C)O.CC(C)O
Net charge = 0

The following is a DFT calculation (wB97M-V/def2-TZVPD) of C17H46AlIO12P3 as an isolated structure.

CARTESIAN COORDINATES (ANGSTROEM)
C: -1.649 2.043 -3.646
C: -1.172 0.618 -3.913
C: 0.300 0.275 -3.596
I: 1.192 1.411 -1.993
Al: 0.360 -1.732 -3.175
C: 2.210 -2.406 -2.707
C: 2.540 -2.011 -1.235
C: 2.540 -3.144 -0.200
C: 2.540 -2.462 1.184
C: 1.332 -4.076 -0.310
H: -2.710 2.083 -3.910
H: -1.173 2.753 -4.320
H: -1.589 2.349 -2.607
H: -1.276 0.459 -4.989
H: -1.821 -0.123 -3.442
H: 0.906 0.432 -4.486
H: -0.147 -2.437 -4.562
H: -0.643 -2.071 -1.942
H: 2.197 -3.495 -2.803
H: 2.989 -2.031 -3.375
H: 1.791 -1.287 -0.910
H: 3.532 -1.551 -1.210
H: 3.440 -3.755 -0.322
H: 2.342 -3.170 1.987
H: 3.508 -1.972 1.302
H: 1.757 -1.706 1.152
H: 0.414 -3.497 -0.399
H: 1.430 -4.748 -1.159
H: 1.271 -4.687 0.592
C: -0.349 3.145 4.244
O: 0.145 1.990 4.958
P: 0.315 0.537 4.232
O: 0.020 -0.463 5.257
O: 1.923 0.651 4.000
C: 2.509 1.805 3.407
O: -0.008 -0.145 2.810
C: -0.382 0.697 1.681
H: -1.089 3.642 4.868
H: 0.472 3.837 4.058
H: -0.814 2.881 3.294
H: 2.943 2.437 4.185
H: 1.792 2.391 2.831
H: 3.300 1.479 2.734
H: 0.435 1.367 1.413
H: -1.278 1.277 1.912
H: -0.590 0.050 0.834
C: 2.929 -3.441 5.083
O: 2.439 -4.682 4.504
P: 2.727 -6.110 5.210
O: 2.894 -7.091 4.146
O: 1.264 -6.258 5.909
C: 0.688 -5.190 6.656
O: 3.561 -6.707 6.487
C: 4.094 -5.805 7.473
H: 3.361 -2.835 4.291
H: 2.096 -2.893 5.521
H: 3.687 -3.627 5.846
H: -0.055 -4.674 6.047
H: 1.431 -4.466 6.995
H: 0.196 -5.612 7.532
H: 3.293 -5.270 7.989
H: 4.780 -5.088 7.020
H: 4.643 -6.397 8.201
C: -3.501 4.401 -7.604
O: -3.749 4.243 -6.189
P: -4.035 5.518 -5.166
O: -3.412 5.031 -3.931
O: -5.651 5.172 -5.180
C: -6.389 5.143 -6.394
O: -4.433 7.070 -4.692
C: -4.594 8.104 -5.676
H: -2.654 3.773 -7.873
H: -4.374 4.070 -8.167
H: -3.271 5.431 -7.876
H: -6.535 4.109 -6.713
H: -5.897 5.695 -7.200
H: -7.363 5.596 -6.214
H: -5.430 7.882 -6.346
H: -3.682 8.237 -6.261
H: -4.806 9.031 -5.150

Output
Kohn-Sham gap = 4.52 eV
Energy above the lowest of the compared OMol25 structures with the same formula, charge and spin = 7.282 eV
Net charge = -1

The following is a DFT calculation (wB97M-V/def2-TZVPD) of a 6-piece molecular cluster, C17H46BF4N4O9 overall.

CARTESIAN COORDINATES (ANGSTROEM)
B: 0.307 -0.284 0.119
F: -0.684 -1.259 0.106
F: 0.459 0.176 -1.135
F: 0.026 0.730 1.053
F: 1.490 -0.868 0.533
C: -2.703 -0.412 3.536
O: -2.986 -0.052 4.677
N: -1.494 -0.879 3.187
N: -3.275 -0.195 2.464
H: -1.194 -1.225 2.286
H: -0.724 -0.723 3.822
H: -3.007 -0.629 1.592
H: -4.238 0.098 2.539
C: -5.997 2.366 -2.741
O: -4.948 1.854 -1.866
C: -3.727 2.291 -2.341
C: -2.642 1.594 -1.481
N: -1.305 2.221 -1.448
C: -0.744 2.470 -2.848
C: 0.442 3.506 -2.891
O: 1.649 3.095 -2.252
C: 2.521 2.395 -3.109
H: -7.009 1.994 -2.580
H: -5.759 2.223 -3.795
H: -5.995 3.453 -2.663
H: -3.701 3.380 -2.302
H: -3.517 2.051 -3.384
H: -2.651 0.525 -1.690
H: -3.019 1.445 -0.469
H: -0.690 1.661 -0.875
H: -1.526 2.775 -3.542
H: -0.397 1.565 -3.348
H: 0.102 4.465 -2.500
H: 0.616 3.863 -3.906
H: 2.264 2.333 -4.167
H: 2.630 1.383 -2.719
H: 3.581 2.606 -2.965
C: -0.774 -6.048 0.635
O: 0.035 -5.262 -0.194
C: -0.588 -4.761 -1.418
C: 0.525 -3.972 -2.201
N: 1.450 -3.346 -1.212
C: 2.653 -2.689 -1.615
C: 3.753 -2.878 -0.538
O: 3.999 -4.303 -0.315
C: 5.105 -4.834 0.349
H: -0.129 -6.463 1.410
H: -1.447 -6.603 -0.019
H: -1.522 -5.376 1.057
H: -1.428 -4.067 -1.389
H: -0.982 -5.561 -2.045
H: 0.045 -3.205 -2.809
H: 0.920 -4.682 -2.927
H: 0.885 -2.560 -0.925
H: 2.404 -1.681 -1.946
H: 2.918 -3.247 -2.513
H: 3.510 -2.452 0.436
H: 4.646 -2.292 -0.757
H: 5.946 -4.315 -0.111
H: 5.141 -5.910 0.178
H: 5.037 -4.449 1.367
C: 2.207 1.344 3.921
C: 3.266 0.279 3.671
O: 3.276 -0.121 2.300
O: 0.946 0.785 3.947
H: 2.298 2.168 3.214
H: 2.237 1.692 4.954
H: 3.004 -0.466 4.423
H: 4.201 0.757 3.963
H: 2.372 -0.179 1.982
H: 0.592 0.880 3.060
C: -0.738 4.582 2.826
C: -0.600 4.454 1.270
O: -1.847 4.085 0.641
O: -1.363 3.399 3.281
H: -1.418 5.371 3.148
H: 0.239 4.748 3.280
H: 0.201 3.722 1.171
H: -0.157 5.379 0.900
H: -1.831 3.413 -0.044
H: -1.143 2.671 2.696

Output
Kohn-Sham gap = 8.32 eV
Energy above the lowest of the compared OMol25 structures with the same formula, charge and spin = 3.592 eV
Net charge = -1

The following is a DFT calculation (wB97M-V/def2-TZVPD) of a 5-piece molecular cluster, C17H47ClN5O5P2S4 overall.

CARTESIAN COORDINATES (ANGSTROEM)
C: 0.320 3.262 -1.290
P: -0.550 3.095 -2.875
C: -1.870 4.317 -2.581
N: -1.578 1.542 -2.677
C: -1.964 1.205 -3.969
N: -3.122 1.462 -4.510
C: -4.311 2.069 -3.876
C: -4.729 1.446 -2.547
C: -6.176 1.863 -2.208
C: -6.317 2.453 -0.801
N: -5.957 3.864 -0.689
N: -0.973 0.542 -4.632
Cl: -1.451 -0.512 -5.894
C: -0.047 -0.028 -3.600
C: -0.856 0.256 -2.334
P: 0.022 0.146 -0.659
N: -0.426 -1.433 -0.189
O: -1.027 1.053 0.208
H: -0.341 3.389 -0.435
H: 0.910 4.173 -1.431
H: 1.012 2.440 -1.110
H: -1.379 5.264 -2.341
H: -2.510 4.034 -1.744
H: -2.462 4.477 -3.479
H: -3.214 1.203 -5.484
H: -5.109 1.945 -4.606
H: -4.170 3.140 -3.779
H: -4.069 1.817 -1.760
H: -4.601 0.360 -2.577
H: -6.431 2.654 -2.923
H: -6.869 1.031 -2.349
H: -7.337 2.312 -0.438
H: -5.672 1.900 -0.110
H: -6.195 4.378 -1.531
H: -4.965 3.988 -0.541
H: 0.927 0.457 -3.652
H: 0.059 -1.093 -3.794
H: -1.628 -0.527 -2.312
H: -1.351 -1.511 0.222
H: -0.350 -2.098 -0.954
H: -1.952 1.000 -0.079
C: 4.568 -4.058 0.799
S: 3.164 -3.191 0.113
O: 3.675 -2.075 -0.735
C: 2.637 -2.458 1.665
H: 5.076 -4.563 -0.020
H: 5.237 -3.349 1.282
H: 4.220 -4.789 1.528
H: 3.456 -1.863 2.068
H: 2.363 -3.251 2.361
H: 1.773 -1.833 1.452
C: 7.686 -4.205 5.463
S: 6.634 -3.021 4.635
O: 6.026 -3.723 3.464
C: 7.958 -2.004 3.979
H: 7.041 -4.958 5.911
H: 8.348 -4.664 4.729
H: 8.243 -3.705 6.254
H: 8.605 -2.621 3.357
H: 8.515 -1.565 4.807
H: 7.503 -1.217 3.381
C: -7.588 4.726 -7.292
S: -7.678 4.144 -5.599
O: -6.359 4.414 -4.950
C: -7.664 2.394 -6.010
H: -7.559 5.813 -7.263
H: -6.683 4.340 -7.760
H: -8.478 4.396 -7.827
H: -6.764 2.171 -6.583
H: -8.555 2.145 -6.585
H: -7.671 1.837 -5.074
C: 6.673 -3.320 10.676
S: 8.081 -4.160 9.945
O: 8.207 -3.637 8.556
C: 7.304 -5.773 9.811
H: 6.947 -2.274 10.792
H: 5.817 -3.412 10.008
H: 6.458 -3.756 11.651
H: 6.400 -5.686 9.209
H: 7.075 -6.148 10.808
H: 8.017 -6.436 9.325

Output
Kohn-Sham gap = 7.00 eV
Net charge = +1

Number 1: strongest force on any atom 2.4 eV/A, electronic energy -34718.0310 eV. Number 2: strongest force on any atom 5.3 eV/A, electronic energy -67739.4524 eV. Number 3: strongest force on any atom 0.4 eV/A, electronic energy -80443.2207 eV. Number 4: strongest force on any atom 7.4 eV/A, electronic energy -85510.3032 eV. Number 5: strongest force on any atom 10.4 eV/A, electronic energy -54311.8447 eV. Number 6: strongest force on any atom 0.8 eV/A, electronic energy -110510.9756 eV.